Density functional theory data (ωB97M-V with the def2-TZVPD basis set) for a cluster of 12 separate species, C80H176N8O16 in total in a non-equilibrium geometry.

HOMO energy   -7.977 eV
SMILES   CC1(C)CCCC(C)(C)N1O.CC1(C)CCCC(C)(C)N1O.CC1(C)CCCC(C)(C)N1O.CC1(C)CCCC(C)(C)N1O.CC1(C)CCCC(C)(C)N1O.CC1(C)CCCC(C)(C)N1O.CC1(C)CCCC(C)(C)N1O.CC1(C)CCCC(C)(C)N1O.OCCO.OCCO.OCCO.OCCO
Largest force on an atom   0.0742 Eh/bohr
Multiplicity   1
Relative energy (zero: lowest compared OMol25 entry of this formula, charge and spin)   333.00 kJ/mol
Orbital gap   8.20 eV

```
280
C80H176N8O16 ωB97M-V with the def2-TZVPD basis set
C 5.01 -1.67 2.26
C 5.02 -1.86 3.83
C 5.18 -3.36 4.06
C 6.33 -1.20 4.26
C 6.56 -1.06 5.76
C 5.28 -0.31 6.35
C 3.88 -0.84 5.97
C 3.61 -1.99 6.93
C 2.90 0.36 6.24
N 3.90 -1.18 4.48
O 2.64 -1.46 3.91
H 4.30 -2.35 1.80
H 4.72 -0.64 2.03
H 6.01 -1.76 1.82
H 4.32 -3.96 3.77
H 6.08 -3.84 3.68
H 5.17 -3.55 5.14
H 7.15 -1.82 3.89
H 6.32 -0.23 3.77
H 6.64 -2.05 6.21
H 7.42 -0.43 5.97
H 5.45 0.75 6.15
H 5.39 -0.36 7.43
H 3.34 -2.94 6.46
H 2.72 -1.80 7.52
H 4.36 -2.28 7.67
H 3.38 1.15 5.67
H 2.81 0.64 7.29
H 1.92 0.20 5.79
H 2.55 -0.65 3.39
C 4.10 -7.23 3.51
C 2.68 -6.82 3.01
C 1.75 -8.02 3.06
C 2.11 -5.81 4.12
C 1.13 -4.73 3.73
C 1.63 -4.09 2.44
C 1.95 -5.04 1.25
C 0.61 -5.62 0.67
C 2.58 -4.18 0.15
N 2.85 -6.14 1.69
O 3.53 -6.89 0.71
H 4.03 -7.69 4.50
H 4.75 -7.76 2.81
H 4.72 -6.38 3.78
H 1.90 -8.74 2.25
H 1.90 -8.53 4.01
H 0.69 -7.77 2.98
H 1.48 -6.45 4.73
H 2.77 -5.59 4.96
H 0.14 -5.12 3.48
H 1.13 -3.89 4.43
H 2.59 -3.59 2.59
H 0.83 -3.43 2.12
H -0.17 -4.91 0.40
H 0.10 -6.24 1.40
H 0.82 -6.23 -0.21
H 2.58 -4.61 -0.85
H 3.61 -3.97 0.42
H 2.03 -3.25 -0.04
H 2.78 -7.39 0.38
C 4.05 5.57 0.53
C 3.20 6.76 1.02
C 1.87 6.77 0.22
C 2.74 6.54 2.46
C 3.88 6.78 3.52
C 4.46 8.19 3.26
C 4.88 8.53 1.76
C 5.06 10.06 1.81
C 6.28 7.94 1.40
N 3.84 8.10 0.84
O 4.07 8.45 -0.50
H 4.63 5.72 -0.38
H 4.72 5.14 1.28
H 3.49 4.68 0.24
H 1.13 6.05 0.58
H 1.33 7.71 0.32
H 2.05 6.63 -0.84
H 1.84 7.10 2.68
H 2.39 5.52 2.64
H 3.43 6.68 4.51
H 4.70 6.06 3.50
H 5.40 8.19 3.81
H 3.78 8.96 3.61
H 4.22 10.66 2.18
H 5.13 10.48 0.81
H 5.96 10.42 2.31
H 6.27 6.87 1.19
H 7.04 8.19 2.14
H 6.81 8.23 0.50
H 3.58 9.27 -0.61
C 0.54 -5.62 -7.60
C -0.47 -5.03 -6.57
C -1.40 -3.99 -7.27
C -1.32 -6.24 -6.23
C -2.15 -6.22 -4.93
C -1.23 -5.84 -3.78
C -0.35 -4.61 -4.02
C -1.26 -3.39 -3.82
C 0.78 -4.63 -3.02
N 0.30 -4.71 -5.35
O 1.40 -3.85 -5.51
H 1.24 -6.38 -7.24
H -0.11 -6.11 -8.32
H 1.15 -4.87 -8.10
H -1.72 -4.50 -8.18
H -2.27 -3.64 -6.72
H -0.74 -3.14 -7.44
H -2.11 -6.52 -6.94
H -0.68 -7.12 -6.18
H -2.95 -5.52 -5.16
H -2.59 -7.21 -4.79
H -0.50 -6.64 -3.66
H -1.92 -5.77 -2.94
H -1.48 -3.27 -2.76
H -2.13 -3.25 -4.45
H -0.64 -2.51 -3.99
H 0.45 -5.22 -2.17
H 1.16 -3.66 -2.70
H 1.65 -5.26 -3.21
H 2.14 -4.35 -5.16
C -2.30 -1.11 3.62
C -1.71 -0.57 4.92
C -0.66 -1.57 5.53
C -0.91 0.69 4.59
C -1.71 1.98 4.32
C -2.61 2.26 5.54
C -3.56 1.05 5.84
C -4.02 1.40 7.22
C -4.66 1.00 4.78
N -2.70 -0.23 5.92
O -3.42 -1.28 6.49
H -2.87 -0.38 3.04
H -1.54 -1.51 2.95
H -2.93 -1.97 3.82
H -0.19 -1.06 6.36
H -1.20 -2.42 5.96
H 0.09 -1.87 4.79
H -0.22 0.93 5.40
H -0.25 0.41 3.77
H -1.04 2.80 4.08
H -2.36 1.76 3.47
H -3.29 3.07 5.29
H -1.98 2.55 6.39
H -4.37 2.43 7.30
H -3.21 1.44 7.95
H -4.72 0.70 7.67
H -4.35 1.10 3.74
H -5.40 1.79 4.92
H -5.21 0.06 4.85
H -3.11 -1.24 7.40
C -1.09 1.35 -5.18
C -1.14 0.63 -6.57
C 0.04 -0.40 -6.47
C -2.47 -0.18 -6.69
C -2.70 -0.83 -8.08
C -2.68 0.31 -9.11
C -1.44 1.21 -9.10
C -0.26 0.57 -9.84
C -1.80 2.54 -9.88
N -1.12 1.58 -7.72
O -0.06 2.41 -7.63
H -0.04 1.41 -4.89
H -1.58 2.31 -5.24
H -1.59 0.79 -4.38
H 0.01 -1.27 -7.12
H 1.00 0.07 -6.68
H 0.07 -0.89 -5.50
H -2.59 -0.87 -5.85
H -3.32 0.50 -6.62
H -1.85 -1.42 -8.43
H -3.58 -1.47 -8.04
H -3.64 0.82 -9.03
H -2.83 -0.31 -10.00
H 0.59 1.25 -9.89
H -0.52 0.22 -10.84
H 0.09 -0.26 -9.22
H -2.49 2.33 -10.70
H -0.95 3.03 -10.34
H -2.29 3.27 -9.23
H -0.48 3.14 -7.17
C -7.54 -3.84 2.20
C -6.56 -3.24 1.21
C -6.69 -1.79 1.00
C -5.17 -3.52 1.78
C -4.05 -3.55 0.71
C -4.41 -4.47 -0.50
C -5.82 -4.14 -1.14
C -5.61 -2.85 -1.88
C -6.18 -5.30 -2.09
N -6.80 -4.04 -0.08
O -8.12 -3.98 -0.49
H -7.52 -3.23 3.10
H -8.59 -3.84 1.91
H -7.30 -4.82 2.62
H -5.78 -1.22 0.83
H -7.22 -1.69 0.05
H -7.31 -1.31 1.76
H -4.85 -2.78 2.51
H -5.18 -4.47 2.31
H -3.72 -2.56 0.41
H -3.16 -3.98 1.18
H -4.31 -5.51 -0.18
H -3.59 -4.44 -1.21
H -4.81 -2.97 -2.61
H -5.22 -2.08 -1.21
H -6.49 -2.55 -2.44
H -7.16 -5.03 -2.48
H -6.19 -6.22 -1.51
H -5.44 -5.28 -2.89
H -8.50 -4.78 -0.11
C 2.82 -0.25 -0.73
C 1.29 -0.01 -0.98
C 1.15 -0.12 -2.57
C 0.52 -1.28 -0.38
C -1.04 -1.04 -0.27
C -1.32 0.35 0.48
C -0.63 1.51 -0.20
C -1.30 1.86 -1.51
C -0.84 2.72 0.81
N 0.85 1.23 -0.21
O 1.68 2.27 -0.63
H 3.05 -1.31 -0.82
H 3.51 0.21 -1.43
H 3.12 -0.01 0.29
H 1.83 0.54 -3.12
H 1.36 -1.11 -2.97
H 0.15 0.15 -2.89
H 0.63 -2.13 -1.05
H 0.79 -1.54 0.65
H -1.54 -1.21 -1.23
H -1.36 -1.92 0.30
H -0.72 0.11 1.36
H -2.35 0.55 0.75
H -0.70 2.44 -2.22
H -2.12 2.59 -1.47
H -1.63 0.99 -2.07
H -0.47 3.70 0.49
H -0.49 2.35 1.77
H -1.93 2.78 0.88
H 1.31 2.31 -1.51
O 1.72 3.26 -3.56
C 1.26 4.04 -4.69
C 0.47 5.21 -4.23
O -0.43 5.80 -5.09
H 2.65 3.14 -3.77
H 2.06 4.35 -5.37
H 0.60 3.46 -5.33
H 1.12 5.98 -3.82
H -0.09 4.85 -3.37
H -1.11 6.17 -4.53
O -3.89 5.34 3.77
C -4.76 5.96 2.84
C -3.78 6.53 1.75
O -3.14 5.45 1.14
H -4.26 5.46 4.65
H -5.49 5.27 2.42
H -5.31 6.85 3.14
H -3.07 7.16 2.28
H -4.24 7.10 0.94
H -2.98 4.88 1.90
O -1.70 5.68 -1.33
C -1.56 7.09 -1.28
C -1.90 7.76 -2.60
O -3.17 7.38 -2.96
H -2.03 5.41 -0.47
H -2.22 7.51 -0.52
H -0.51 7.16 -0.99
H -1.07 7.65 -3.29
H -1.96 8.83 -2.42
H -3.22 6.52 -2.55
O 4.86 1.88 3.53
C 4.22 2.53 2.52
C 2.69 2.33 2.58
O 2.11 1.00 2.54
H 4.36 1.07 3.61
H 4.48 3.59 2.60
H 4.66 2.14 1.60
H 2.25 2.98 1.83
H 2.34 2.73 3.53
H 1.87 0.71 1.65
```